Run 1
The following is a DFT calculation (the ωB97M-V functional and the def2-TZVPD basis) of a 2-piece molecular cluster, C8H12ClNO2 overall.

Summary:
E_LUMO (eV): 0.20
SMILES: C=C(Cl)C#N.CC=C(OC)OC
HOMO-LUMO gap (Ha): 0.305
HOMO energy (eV): -8.11

Geometry (Å):
C  2.39  0.71  -1.72
C  2.99  -0.04  -0.80
Cl  4.23  0.56  0.26
C  2.66  -1.39  -0.55
N  2.42  -2.48  -0.31
H  1.62  0.29  -2.34
H  2.65  1.74  -1.88
C  -1.87  -0.89  -1.44
C  -0.96  -1.08  -0.26
C  -0.30  -0.07  0.30
O  0.55  -0.14  1.37
C  0.56  -1.32  2.13
O  -0.41  1.19  -0.21
C  0.02  2.27  0.60
H  -2.13  0.16  -1.54
H  -2.78  -1.47  -1.31
H  -1.39  -1.21  -2.36
H  -0.82  -2.08  0.09
H  -0.45  -1.57  2.49
H  1.21  -1.12  2.98
H  0.96  -2.16  1.56
H  1.11  2.28  0.69
H  -0.42  2.22  1.60
H  -0.32  3.17  0.10

natural (NBO) analysis output, partial charges in e: C -0.30; C -0.16; Cl 0.04; C 0.25; N -0.29; H 0.23; H 0.22; C -0.63; C -0.39; C 0.60; O -0.53; C -0.26; O -0.53; C -0.25; H 0.22; H 0.21; H 0.20; H 0.22; H 0.18; H 0.20; H 0.20; H 0.18; H 0.18; H 0.19



Run 2
The following is a DFT calculation (the ωB97M-V functional and the def2-TZVPD basis) of a 2-piece molecular cluster, C8H12ClNO2 overall.

Summary:
E_LUMO (spin up / spin down) (eV): 0.70 / 0.87
HOMO-LUMO gap (spin up / spin down) (Ha): 0.250 / 0.292
HOMO energy (spin up / spin down) (eV): -6.11 / -7.07

Geometry (Å):
C  -0.40  0.48  -2.62
C  -1.44  1.09  -1.92
C  0.81  0.83  -1.97
C  0.52  1.59  -0.83
C  1.55  0.00  1.96
C  -1.43  -0.01  2.22
C  -0.02  -2.16  -0.48
C  0.58  -0.54  1.06
N  -0.89  1.75  -0.79
O  -0.76  -0.60  1.22
O  1.07  -1.48  0.23
Cl  2.40  0.33  -2.44
H  -0.57  -0.18  -3.43
H  -2.53  0.95  -2.14
H  1.26  0.88  2.53
H  2.41  0.21  1.25
H  1.91  -0.74  2.64
H  -2.43  -0.46  2.38
H  1.22  2.15  -0.17
H  -0.90  0.50  3.06
H  -0.58  -2.68  0.33
H  0.32  -2.80  -1.27
H  -0.69  -1.35  -0.72
H  -1.45  2.22  -0.09

natural (NBO) analysis output, partial charges in e: C -0.33; C -0.06; C -0.11; C -0.10; C -0.71; C -0.30; C -0.27; C 0.59; N -0.52; O -0.43; O -0.50; Cl 0.01; H 0.23; H 0.23; H 0.23; H 0.25; H 0.23; H 0.17; H 0.23; H 0.16; H 0.18; H 0.20; H 0.21; H 0.43



Last place for stability: run 2